Here is the ion C4H9N2 with charge +1 at a distorted geometry from OMol25. Energies are from ωB97M-V/def2-TZVPD.

```
15
Properties=species:S:1:pos:R:3:forces:R:3
C -1.149123 1.299303 0.486821 -2.78 2.47 -0.74
C 0.494595 -0.797001 0.484803 2.03 2.14 -1.30
C 2.615896 0.354493 -0.336538 -4.74 1.85 -0.54
C -1.981628 -0.848539 -0.335611 2.44 -1.26 -2.28
N 1.681799 -0.616042 0.241012 -2.27 1.18 0.48
N -1.049889 0.102861 0.157561 4.05 -1.06 0.84
H -0.454612 1.934314 1.041853 0.53 -0.78 -0.32
H -2.092027 1.874170 0.181242 1.04 -0.94 0.60
H 0.099350 -1.635543 0.903528 -1.27 -2.29 1.18
H 3.287202 0.614820 0.376871 2.09 0.68 2.09
H 3.009574 -0.203861 -1.064430 2.26 -1.84 -2.86
H 2.180271 1.290703 -0.850578 0.21 -1.41 1.09
H -2.190840 -1.520433 0.434450 0.27 -1.59 1.34
H -2.895857 -0.437670 -0.457409 -2.92 1.68 -1.25
H -1.554709 -1.411577 -1.263569 -0.93 1.16 1.68
```
Forces are in eV/Å.

Output
E (eV): -7263.974
E_HOMO (eV): -14.5707
Charge: +1
SMILES: C=[N+](C)/C=N\C
2S+1: 1
HOMO-LUMO gap (eV): 10.249
Strongest force on any atom (eV/Å): 5.1

---

Here is a cluster of 2 separate species, C4H9N2 in total at a distorted geometry from OMol25. Energies are from ωB97M-V/def2-TZVPD.

```
15
Properties=species:S:1:pos:R:3:forces:R:3
C 2.692343 0.004359 -0.201210 -2.20 -6.21 1.70
C -1.508422 1.238345 -0.165694 -0.39 3.49 -1.53
C -1.472591 0.610439 1.123554 -2.05 -3.12 2.85
C -0.750252 -1.059416 -0.748960 0.58 -2.49 -2.36
N 1.662825 -0.697026 0.163436 0.34 1.17 0.17
N -1.147494 -0.131266 -0.050237 -0.99 2.30 -0.55
H 2.709505 0.846795 -0.724182 -0.65 3.97 -1.63
H 3.527830 -0.604616 -0.240579 2.63 -0.25 0.31
H -2.486249 1.617315 -0.552257 0.73 -1.18 0.00
H -0.723360 1.984281 -0.433471 -0.30 -0.99 0.34
H -0.715781 0.706952 1.858149 1.02 0.37 0.26
H -2.377827 0.099643 1.591094 0.76 1.47 -0.62
H 1.907111 -1.635530 0.562629 0.25 1.19 -0.58
H -0.707540 -2.064501 -0.298645 0.50 0.53 -0.34
H -0.610093 -0.915780 -1.883631 -0.25 -0.25 1.97
```
Forces are in eV/Å.

Output
E (eV): -7263.389
E_HOMO (eV): -14.0124
Charge: +1
2S+1: 1
HOMO-LUMO gap (eV): 9.766
Strongest force on any atom (eV/Å): 6.8

---

Here is a structure of composition C4H9N2 at a distorted geometry from OMol25. Energies are from ωB97M-V/def2-TZVPD.

```
15
Properties=species:S:1:pos:R:3:forces:R:3
C -0.712082 1.159938 0.030900 -1.03 -0.71 -2.63
C -1.162196 -0.371704 0.021291 -3.31 1.05 -0.09
C 0.950856 -0.082712 -0.957390 1.72 -0.03 -3.75
C 0.866675 -0.122887 1.003550 -0.45 0.69 0.79
N 0.726851 0.905921 -0.025577 1.22 4.78 3.06
N 0.187622 -0.943796 -0.038129 -2.01 -3.03 1.06
H -1.026274 1.645298 -0.968368 0.34 -0.45 1.91
H -1.031060 1.713548 0.914709 0.21 -0.01 -0.31
H -1.821613 -0.707529 0.845239 1.52 0.17 0.78
H -1.939772 -0.687855 -0.703651 1.47 0.30 -1.00
H 0.526004 0.149585 -1.911681 -0.83 -0.41 -0.61
H 2.060543 -0.244532 -1.227318 -1.65 -0.60 1.34
H 1.836251 -0.499289 0.953064 1.91 -0.28 0.99
H 0.405391 0.026536 2.015585 0.36 -0.36 -1.15
H 0.132797 -1.940519 0.047780 0.52 -1.10 -0.40
```
Forces are in eV/Å.

Output
E (eV): -7264.267
E_HOMO (eV): -14.8363
Charge: +1
2S+1: 1
HOMO-LUMO gap (eV): 11.617
Strongest force on any atom (eV/Å): 5.8

---

Here is the ion C4H9N2 with charge +1 at a distorted geometry from OMol25. Energies are from ωB97M-V/def2-TZVPD.

```
15
Properties=species:S:1:pos:R:3:forces:R:3
C 1.310172 -1.036296 -0.882069 -1.85 0.22 -1.75
C 1.640173 0.448240 -0.847304 1.12 -0.53 -0.35
C 0.464168 0.021779 -0.247199 -1.64 0.30 1.20
C -1.850395 -0.216532 0.901656 1.17 -2.96 2.48
N 0.406883 0.866840 -1.461176 -0.07 -3.60 -1.42
N -0.366845 0.246435 0.945089 -1.39 0.45 0.59
H 0.814984 -1.391708 -1.815763 0.76 0.19 0.60
H 1.918576 -1.753344 -0.395349 0.44 -0.21 0.96
H 2.576060 0.868202 -0.636076 0.79 0.94 0.28
H -2.341354 0.285187 0.139908 -0.69 1.02 -1.58
H -1.870825 -1.374342 0.693703 -0.13 2.41 0.79
H -2.259180 0.152072 1.923924 0.45 -1.19 -1.74
H 0.098397 1.764803 -1.370704 -0.49 3.27 1.02
H 0.078157 -0.080029 1.798101 0.20 -0.80 -0.02
H -0.618968 1.198692 1.253258 1.33 0.49 -1.05
```
Forces are in eV/Å.

Output
E (eV): -7262.993
E_HOMO (eV): -13.3016
Charge: +1
SMILES: C[NH2+][C@]12C[C@H]1N2
2S+1: 1
HOMO-LUMO gap (eV): 9.587
Strongest force on any atom (eV/Å): 4.0

---

Here is the ion C4H9N2 with charge +1 at a distorted geometry from OMol25. Energies are from ωB97M-V/def2-TZVPD.

```
15
Properties=species:S:1:pos:R:3:forces:R:3
C -0.855172 0.109685 0.247379 2.85 1.29 1.95
C -3.519270 -0.032750 0.086315 0.71 1.56 0.94
C 2.879109 -0.347773 -0.343445 -0.95 -2.55 1.31
C 1.594914 0.406929 0.223972 1.44 -1.22 -1.42
N -2.308170 -0.077575 -0.358973 3.15 -2.19 -2.64
N 0.314290 0.028076 -0.367518 -6.03 -0.92 1.02
H -0.983944 0.478725 1.339360 0.18 -0.75 -1.77
H -4.385725 -0.046564 -0.609490 0.84 -0.68 0.38
H -3.739694 0.263817 1.167608 0.61 -0.45 -1.53
H 3.846194 -0.019665 0.004934 -0.05 1.19 0.10
H 2.955367 -1.405656 0.096516 -0.79 1.25 -0.24
H 2.958932 -0.604994 -1.382120 -0.42 0.73 -0.76
H 1.582092 1.428118 -0.048835 0.60 1.37 -0.31
H 1.711142 0.345208 1.273830 -0.67 -0.10 1.31
H -2.050065 -0.525577 -1.329529 -1.47 1.45 1.65
```
Forces are in eV/Å.

Output
E (eV): -7264.077
E_HOMO (eV): -14.7635
Charge: +1
SMILES: C=[NH+]/C=N/CC
2S+1: 1
HOMO-LUMO gap (eV): 8.913
Strongest force on any atom (eV/Å): 6.2

---

Here is a cluster of 2 separate species, C4H9N2 in total at a distorted geometry from OMol25. Energies are from ωB97M-V/def2-TZVPD.

```
15
Properties=species:S:1:pos:R:3:forces:R:3
C 2.002922 -0.463985 -0.543883 -1.28 2.06 -3.39
C 1.157117 0.826620 0.876143 -1.98 2.31 0.27
C 1.568198 0.973372 -0.523244 1.28 0.06 0.17
C -2.053065 -1.182134 -0.019196 -1.80 -0.61 -2.97
N -2.629361 -0.046975 0.123687 0.92 -0.35 0.42
N 0.669813 -0.066143 -0.241862 -2.20 -1.18 2.43
H 2.100626 -0.967536 -1.447576 0.26 -0.76 -1.53
H 2.601160 -0.726908 0.201341 2.52 -1.36 3.04
H 1.882854 0.436274 1.592602 -0.46 0.08 -0.07
H 0.382839 1.610758 1.233475 1.35 -1.56 -0.36
H 1.293099 1.720983 -1.229016 0.51 0.40 -0.48
H -1.031483 -1.146624 0.254956 1.03 -0.54 0.85
H -2.438739 -2.039162 -0.700564 0.22 1.64 1.57
H -3.426400 0.463602 -0.195858 -1.38 -1.03 -0.76
H -2.079582 0.607858 0.618995 1.03 0.85 0.82
```
Forces are in eV/Å.

Output
E (eV): -7263.106
E_HOMO (eV): -14.0842
Charge: +1
2S+1: 1
HOMO-LUMO gap (eV): 8.674
Strongest force on any atom (eV/Å): 4.2

---

Here is a cluster of 2 separate species, C4H9N2O in total at a distorted geometry from OMol25. Energies are from ωB97M-V/def2-TZVPD.

```
16
Properties=species:S:1:pos:R:3:forces:R:3
C -2.094015 -0.668257 -1.513536 -2.58 -0.98 -0.10
C -1.877196 -0.248629 -0.234617 0.19 -1.35 -0.64
C -0.593110 0.667708 1.427885 3.19 0.77 1.68
C 2.334838 0.219096 -0.679491 -0.16 1.39 1.55
N -0.719416 0.339685 0.047750 -0.81 0.22 2.15
N 1.860045 -0.941710 0.074061 0.31 -0.50 0.76
O 2.167564 -0.895562 1.256879 -0.24 0.01 -1.06
H -3.041176 -1.220659 -1.656350 0.51 0.25 -0.31
H -1.484520 -0.487567 -2.385170 0.28 0.17 0.19
H -2.675744 -0.621201 0.562968 1.59 1.04 -1.19
H -0.515755 1.815150 1.558983 -0.08 -1.39 0.21
H -1.276625 0.280917 2.258072 0.07 0.20 -1.37
H 0.494737 0.234805 1.810347 -2.25 1.24 -0.44
H 2.779265 -0.047312 -1.588196 -0.21 -0.85 -1.85
H 1.443413 0.889715 -0.756820 0.69 -0.46 -0.20
H 3.197697 0.683821 -0.182766 -0.49 0.24 0.61
```
Forces are in eV/Å.

Output
E (eV): -9317.315
E_HOMO (alpha / beta) (eV): -1.6316 / -1.6336
Charge: -1
2S+1: 1
HOMO-LUMO gap (alpha / beta) (eV): 5.716 / 5.720
Strongest force on any atom (eV/Å): 3.7

---

Here is a cluster of 2 separate species, C4H9N2O in total at a distorted geometry from OMol25. Energies are from ωB97M-V/def2-TZVPD.

```
16
Properties=species:S:1:pos:R:3:forces:R:3
C 3.618034 1.153079 -0.595238 -3.02 3.89 -1.15
C 1.267559 1.114293 0.406936 2.63 0.13 -0.12
C -1.692207 -1.286873 -0.759090 0.11 -1.42 0.22
C -2.484485 -1.048881 0.464541 -1.02 -3.22 -1.65
N 2.435277 1.261826 0.235277 -1.43 0.22 0.97
N -2.368435 -0.212606 1.386046 2.11 3.11 0.18
O 0.133337 0.955368 0.699943 -0.78 0.01 0.03
H 3.419416 1.883640 -1.429870 0.56 -1.06 0.47
H 4.537849 1.381037 -0.192065 1.57 0.71 1.69
H -0.961107 -2.155611 -0.741862 -1.40 0.47 0.41
H -2.423386 -1.425062 -1.563798 0.26 -0.22 0.08
H -1.056338 -0.511772 -0.986870 1.22 2.15 -0.51
H -3.329660 -1.776933 0.504532 0.42 0.85 0.51
H -3.082585 -0.080536 2.058685 -0.76 -0.23 0.91
H 3.597680 0.199376 -0.870518 0.40 -3.89 -1.85
H -1.610951 0.549654 1.383352 -0.86 -1.50 -0.21
```
Forces are in eV/Å.

Output
E (eV): -9314.071
E_HOMO (eV): -13.9153
Charge: +1
2S+1: 1
HOMO-LUMO gap (eV): 9.560
Strongest force on any atom (eV/Å): 5.1

---

Here is a cluster of 2 separate species, C4H9N2O in total at a distorted geometry from OMol25. Energies are from ωB97M-V/def2-TZVPD.

```
16
Properties=species:S:1:pos:R:3:forces:R:3
C 1.778696 0.383533 -0.320012 -2.81 0.13 2.43
C -0.311164 -0.180431 0.165086 5.14 1.04 1.61
C 2.510063 0.923963 0.818607 -0.90 2.26 2.15
C -2.283030 -0.622882 -1.193812 -1.26 1.63 1.97
N -0.772736 -0.470951 1.358241 -3.19 -0.82 -3.12
N -0.862400 -0.300263 -0.947750 -1.92 -0.14 -4.07
O 1.872070 0.289437 -1.448690 0.39 -0.32 -1.91
H 2.223891 0.618017 1.848151 -0.14 -0.40 -1.02
H 3.554833 0.850119 0.743534 1.48 -0.60 -0.53
H 2.380490 2.068126 0.904221 -0.32 -1.55 -0.71
H -2.570711 -1.160057 -0.253901 -0.40 -0.14 -1.42
H -2.422242 -1.162549 -2.123808 0.05 -0.25 0.24
H -2.971497 0.336132 -1.189406 1.63 -1.71 -0.20
H -0.172391 -0.370407 2.090669 1.37 -0.03 2.54
H -1.646402 -1.036659 1.364906 1.00 0.73 0.98
H -0.307468 -0.165127 -1.816034 -0.14 0.17 1.05
```
Forces are in eV/Å.

Output
E (eV): -9313.065
E_HOMO (eV): -13.9359
Charge: +1
2S+1: 1
HOMO-LUMO gap (eV): 10.266
Strongest force on any atom (eV/Å): 5.5

---

Here is the ion C4H9N2O with charge +1 at a distorted geometry from OMol25. Energies are from ωB97M-V/def2-TZVPD.

```
16
Properties=species:S:1:pos:R:3:forces:R:3
C -0.625659 -0.593703 -0.468607 -0.54 -0.20 -0.35
C 1.789016 -0.370691 0.291769 1.61 0.24 -0.09
C 1.368959 1.038154 0.473151 -2.28 -0.05 0.74
C -1.733862 0.372186 -0.257730 0.32 -1.49 1.87
N 0.564083 -0.092765 -0.385412 1.80 1.62 0.40
N -0.874177 -1.830101 -0.861536 -0.53 -1.12 -0.14
O 0.658944 1.333493 1.619928 0.39 1.95 -0.12
H 2.639419 -0.393912 -0.393940 -0.02 -0.68 0.29
H 1.817775 -1.048066 1.165298 -0.17 0.39 -0.60
H 1.822417 1.963726 0.020593 -0.49 -1.60 -0.33
H -1.327705 1.047369 0.478098 -0.72 0.20 0.56
H -1.796298 0.889022 -1.117057 -0.16 2.15 -3.25
H -2.743502 -0.005098 -0.117665 0.26 -0.33 0.61
H -1.849957 -2.049118 -1.047394 0.35 -0.02 0.25
H -0.227229 -2.598350 -1.104353 -0.16 1.19 0.38
H 0.517776 2.337854 1.704857 0.35 -2.25 -0.22
```
Forces are in eV/Å.

Output
E (eV): -9313.357
E_HOMO (eV): -14.2417
Charge: +1
SMILES: CC(=[NH2+])N1C[C@@H]1O
2S+1: 1
HOMO-LUMO gap (eV): 11.142
Strongest force on any atom (eV/Å): 3.9